[1]
This record from the Open Molecules 2025 dataset describes C3H5NO2 in the gas phase at a distorted geometry. The level of theory is ωB97M-V with the def2-TZVPD basis set.

Cartesian coordinates (Å):
C: 0.7154 -0.2584 1.7969
C: 0.5304 -0.3684 0.2621
C: -0.6039 0.4185 -0.3348
H: 0.5760 0.9230 1.8413
H: 1.5459 -0.5956 2.1229
H: -0.2455 -0.8026 2.0333
H: -0.2294 -1.1358 -1.6273
H: -1.8036 -0.0618 -2.2375
N: -0.7091 0.0452 -1.6043
O: 1.3448 -0.8872 -0.5116
O: -1.1862 1.2130 0.3556

For the LUMO energy, the calculation gives -0.053 eV. The total energy comes out at -8774.184 eV. Its SMILES is CC(=O)C(N)=O.

***

[2]
This record from the Open Molecules 2025 dataset describes C3H5NO2 in the gas phase. The level of theory is ωB97M-V with the def2-TZVPD basis set.

Cartesian coordinates (Å):
C: 0.8082 -0.3121 -1.4883
C: 0.5180 -0.3837 -0.0067
O: 1.1852 -1.0141 0.7833
N: -0.5886 0.3613 0.3996
C: -1.0359 0.4259 1.7115
O: -2.0029 1.0741 2.0340
H: -0.1049 -0.4162 -2.0828
H: 1.5100 -1.1052 -1.7484
H: 1.2644 0.6545 -1.7289
H: -1.1315 0.8865 -0.2732
H: -0.4218 -0.1710 2.3999

For the LUMO energy, the calculation gives 0.679 eV. The total energy comes out at -8777.693 eV. Its SMILES is CC(=O)NC=O.

***

[3]
This record from the Open Molecules 2025 dataset describes C3H5NO2 in the gas phase. The level of theory is ωB97M-V with the def2-TZVPD basis set.

Cartesian coordinates (Å):
O: -0.1625 -0.9473 1.9453
C: 0.0115 -0.4718 0.8506
N: -1.0207 0.2707 0.2731
C: -0.9991 1.0151 -0.8778
O: -2.0022 1.4140 -1.4135
C: 1.2786 -0.6746 0.0710
H: -1.8836 0.2877 0.8025
H: -0.0092 1.2642 -1.2877
H: 2.0996 -0.7129 0.7775
H: 1.1856 -1.5789 -0.5212
H: 1.5020 0.1337 -0.6198

For the LUMO energy, the calculation gives 0.763 eV. The total energy comes out at -8777.539 eV. Its SMILES is CC(=O)NC=O.

***

[4]
This record from the Open Molecules 2025 dataset describes C3H5NO2 in the gas phase at a distorted geometry. The level of theory is ωB97M-V with the def2-TZVPD basis set.

Cartesian coordinates (Å):
C: -0.8209 -0.1967 0.0736
C: 0.5817 -0.3069 0.5032
C: 1.6921 0.5725 0.0901
H: -0.6560 1.9537 0.1086
H: -2.1754 1.4914 -0.2140
H: 0.8346 -0.7481 1.6091
H: 1.4097 1.4765 -0.7308
H: 2.3181 1.1428 0.4211
N: -1.3972 1.1162 -0.0808
O: -1.5694 -1.0535 -0.0858
O: 1.4858 -0.6394 -0.4929

For the LUMO energy, the calculation gives 0.771 eV. The total energy comes out at -8772.108 eV. Its SMILES is NC(=O)[C@@H]1CO1.

***

[5]
This record from the Open Molecules 2025 dataset describes 2 unconnected molecules or ions with the total composition C3H5NO2 at a distorted geometry. The level of theory is ωB97M-V with the def2-TZVPD basis set.

Cartesian coordinates (Å):
O: 1.0561 1.8791 -1.0507
C: -0.0701 1.5810 -0.7283
C: -0.4592 0.1958 -0.2523
N: 0.6009 -0.7882 -0.3205
C: 0.2216 -2.2944 2.1810
O: -0.4666 -1.4770 2.5745
H: -0.8887 2.3335 -0.7362
H: -0.8125 0.3031 0.7870
H: -1.3363 -0.1408 -0.8208
H: 1.4895 -0.3130 -0.1805
H: 0.6474 -1.1878 -1.2517

For the LUMO energy, the calculation gives 0.923 eV. The total energy comes out at -8776.266 eV.

***

[6]
This record from the Open Molecules 2025 dataset describes C3H5NO2 in the gas phase. The level of theory is ωB97M-V with the def2-TZVPD basis set.

Cartesian coordinates (Å):
N: -2.0320 0.8172 1.2583
C: -1.0162 -0.0382 1.2385
O: -0.5100 0.0154 -0.0193
C: 0.6991 -0.6622 -0.1474
C: 1.4801 -0.3754 -1.3390
O: 1.8379 0.1354 -0.0497
H: -2.5484 0.9435 2.1126
H: -2.2849 1.3923 0.4588
H: 0.7210 -1.6094 0.3874
H: 2.1628 -1.1163 -1.7514
H: 1.0975 0.3673 -2.0380

For the LUMO energy, the calculation gives 1.083 eV. The total energy comes out at -8774.367 eV.

***

These records have relative energy (zero: lowest compared OMol25 entry of this formula, charge and spin) values of 81.0, 0.0, 3.6, 128.8, 32.9, 76.7 kcal per mole, in the order they appear.
These records have M values of 87.08, 87.08, 87.08, 87.08, 87.08, 87.08 g/mol, in the order they appear.
These records have gap between HOMO and LUMO values of 0.3480, 0.3999, 0.4123, 0.4031, 0.3904, 0.3740 Ha, in the order they appear.